Record 1
Computed, not measured: a 3-piece molecular cluster, C2H14N7 overall in a non-equilibrium geometry, with ωB97M-V/def2-TZVPD.

As for the HOMO-LUMO gap: 8.77 eV. As for the energy above the lowest of the compared OMol25 structures with the same formula, charge and spin: 80.0 kJ/mol. For the energy, the calculation gives -12723.7402 eV. The charge is +1. The value obtained for the highest occupied orbital energy is -11.52 eV.

Last column: natural (NBO) charge in e.
Atoms and positions in Å:
C (-0.18698, -1.45427, 0.15891)  0.72
C (-0.10495, 0.13306, -1.44495)  0.19
N (-0.95500, -0.91422, 1.08847)  -0.79
N (-0.88107, -2.19861, -0.79225)  -0.81
N (1.10326, -1.42451, 0.31744)  -0.78
N (-0.36030, -0.02349, -2.75745)  -0.80
N (1.31880, 0.41121, 2.79713)  -1.12
N (0.17490, 1.34067, -0.98078)  -0.47
N (0.41344, 2.54660, -1.86450)  -0.68
H (-0.50147, -0.48438, 1.86041)  0.42
H (-1.89875, -1.13960, 1.25960)  0.41
H (-0.61688, -3.00668, -1.31356)  0.42
H (-1.83144, -2.28246, -0.52230)  0.39
H (1.38465, -0.56600, 1.01391)  0.43
H (1.66224, -1.44006, -0.49713)  0.41
H (-0.20515, 0.76808, -3.37808)  0.40
H (-0.74099, -0.86733, -3.18592)  0.41
H (2.29933, 0.72915, 2.46518)  0.39
H (1.39849, 0.24543, 3.77750)  0.40
H (0.28907, 1.56962, -0.02490)  0.37
H (1.37286, 2.67318, -1.94073)  0.35
H (0.04024, 3.29453, -1.36357)  0.36
H (0.65929, 1.24375, 2.69883)  0.37

Forces on the atoms, in the same order (eV/Å):
-2.6856 -1.0882 -2.7134
-1.0415 0.9920 -0.6553
0.2285 0.5549 0.9058
-0.0431 -0.2414 1.3551
2.6785 2.3447 3.4146
0.6831 0.9784 0.5851
0.7010 2.2470 -1.9611
0.7168 1.5344 -3.0854
-1.9060 -3.1740 0.2690
0.5352 0.2671 0.5584
-0.9295 -0.4358 -0.3196
1.1530 -0.2406 0.1206
-0.8677 -0.1019 -0.0275
-0.6726 -3.0655 -1.7848
0.4456 -0.2483 -0.8088
-0.2746 -0.1286 -0.0356
0.4368 0.3361 0.7690
-2.1686 -0.4157 0.9076
0.1035 -0.2800 0.7592
0.1169 -0.4293 0.8406
2.1802 0.1857 -0.1035
-0.8514 1.5966 0.7204
1.4615 -1.1876 0.2897

---

Record 2
Computed, not measured: C4H10N2 as an isolated structure in a non-equilibrium geometry, with ωB97M-V/def2-TZVPD.

As for the HOMO-LUMO gap: 9.33 eV. As for the energy above the lowest of the compared OMol25 structures with the same formula, charge and spin: 593.9 kJ/mol. For the energy, the calculation gives -7284.4639 eV. The charge is 0. The value obtained for the highest occupied orbital energy is -8.87 eV.

Last column: natural (NBO) charge in e.
Atoms and positions in Å:
C (1.11894, 0.17696, 0.26419)  -0.09
C (-0.08021, -0.77465, 0.53100)  -0.44
C (-0.80847, -0.07639, -0.42429)  -0.08
C (-0.00720, 1.14580, 0.02442)  -0.42
H (3.17213, 0.43287, -0.27360)  0.31
H (2.47126, -1.09539, -0.00081)  0.35
H (1.71562, 0.64221, 1.21667)  0.17
H (-0.71007, -0.66884, 1.41168)  0.24
H (0.16012, -1.94167, 0.25341)  0.19
H (-0.70161, -0.24376, -1.56488)  0.19
H (-2.80111, 0.46689, -0.90135)  0.38
H (-2.56186, -1.18982, -0.16585)  0.37
H (-0.55978, 1.34224, 1.09537)  0.21
H (-0.17982, 2.28800, -0.47569)  0.21
N (2.05655, -0.34968, -0.76235)  -0.73
N (-2.28450, -0.15477, -0.22791)  -0.88

Forces on the atoms, in the same order (eV/Å):
1.3499 2.1604 4.3950
3.3856 -6.4466 0.6201
-4.6903 2.5936 -5.7542
-4.0929 4.4600 0.2116
-3.7049 -2.4204 -2.6028
-1.0123 1.2266 -2.9506
-1.2359 -1.7209 -1.9076
0.8981 -0.2403 0.6969
-0.6115 2.5115 1.0127
0.9435 -0.1945 1.8224
0.5337 -1.6457 0.8734
0.1239 2.4019 -0.7058
1.7770 -0.2067 -2.2220
1.2723 -3.2719 0.7400
5.1122 1.0841 5.4756
-0.0486 -0.2913 0.2953

---

Record 3
Computed, not measured: a 2-piece molecular cluster, C5H9NO overall in a non-equilibrium geometry, with ωB97M-V/def2-TZVPD.

As for the HOMO-LUMO gap: 9.03 eV. As for the energy above the lowest of the compared OMol25 structures with the same formula, charge and spin: 289.5 kJ/mol. For the energy, the calculation gives -8866.2123 eV. The charge is 0. The value obtained for the highest occupied orbital energy is -8.09 eV.

Last column: natural (NBO) charge in e.
Atoms and positions in Å:
C (-1.47161, 0.89646, -1.63444)  -0.63
C (-0.20801, 0.08403, -1.68062)  -0.10
C (0.84122, 0.58135, -2.50824)  -0.35
C (1.99351, -0.13416, -2.21809)  -0.03
N (1.73382, -1.08935, -1.19019)  -0.56
C (0.30467, -1.04503, -0.92191)  -0.08
H (-2.21014, 0.77075, -2.51104)  0.23
H (-2.08076, 0.45305, -0.60978)  0.20
H (-1.22853, 1.96888, -1.37618)  0.23
H (0.60432, 0.86019, -3.59506)  0.23
H (3.04558, -0.10642, -2.59130)  0.21
H (2.49283, -1.79751, -0.81050)  0.43
H (-0.14308, -1.75244, -0.23390)  0.22
O (-1.61447, 0.17334, 7.48851)  -0.91
H (-1.02535, 0.71691, 6.98535)  0.46
H (-1.03400, -0.58003, 7.40740)  0.46

Forces on the atoms, in the same order (eV/Å):
-2.7405 -1.6616 3.0266
1.2433 -1.8231 0.8866
0.6981 -1.7773 -1.8430
0.8003 -1.3913 1.3322
-0.4219 -0.1026 -0.6727
1.4011 2.6978 -1.4456
1.3749 0.3782 1.2549
1.3140 1.4231 -2.9015
-0.4210 -1.1954 -0.6278
0.6369 0.7319 2.0183
-1.3082 0.1324 0.1034
-2.6160 2.1778 -1.1314
0.0391 0.4094 0.0006
0.2570 -0.3655 -0.0241
0.0233 1.6621 -0.5499
-0.2806 -1.2960 0.5735

---

Record 4
Computed, not measured: C32H51BrN12O6PS2Tb as an isolated structure in a non-equilibrium geometry, with ωB97M-V/def2-TZVPD.

Its spin multiplicity is 7. As for the expectation value of S²: 12.034. As for the HOMO-LUMO gap (spin up / spin down): 7.93 / 8.09 eV. As for the energy above the lowest of the compared OMol25 structures with the same formula, charge and spin: 200.2 kJ/mol. For the energy, the calculation gives -187611.0681 eV. The charge is +2. The value obtained for the highest occupied orbital energy (spin up / spin down) is -12.13 / -12.14 eV.

Last column: Löwdin charge in e.
Atoms and positions in Å:
Tb (0.79956, 0.58003, -0.62985)  1.65
N (1.47225, -3.17484, -0.98805)  0.10
C (1.34776, -2.55980, -2.20684)  -0.69
N (1.23292, -1.26427, -2.35489)  -0.01
C (1.08495, -0.93445, -3.70086)  -0.34
C (1.13839, -1.97321, -4.55690)  -0.32
S (1.33212, -3.44485, -3.68769)  1.11
C (0.88800, 0.47398, -4.03286)  -0.35
C (0.42740, 0.97882, -5.19511)  -0.33
S (0.37711, 2.69853, -5.11041)  1.10
C (0.95123, 2.62089, -3.47838)  -0.68
N (1.16896, 1.40387, -3.04456)  -0.01
N (1.21318, 3.73299, -2.75429)  0.15
H (0.91026, -2.72966, -0.27672)  0.06
H (1.39676, -4.17779, -0.99436)  0.10
H (1.10053, -1.97228, -5.63749)  0.09
H (0.12262, 0.45735, -6.09217)  0.09
H (0.81982, 4.61046, -3.04668)  0.11
H (1.33240, 3.60562, -1.75919)  0.08
C (-4.38920, 4.09843, -4.03133)  -0.05
O (-4.04465, 4.90653, -2.90790)  -0.04
C (-3.09749, 4.45827, -2.07755)  -0.27
C (-2.78205, 5.32487, -0.99944)  0.01
C (-1.81479, 4.96567, -0.10733)  -0.01
C (-1.09573, 3.75118, -0.24072)  -0.13
C (0.02216, 3.46154, 0.60092)  -0.32
C (0.17560, 4.12092, 1.94104)  0.02
O (0.95028, 2.66206, 0.21813)  -0.20
C (-1.48060, 2.83705, -1.28360)  -0.35
O (-0.97914, 1.63892, -1.35891)  -0.24
C (-2.46889, 3.23592, -2.20313)  0.05
H (-5.11308, 4.66750, -4.60218)  0.10
H (-4.83669, 3.15562, -3.71378)  0.10
H (-3.51235, 3.89650, -4.64937)  0.09
H (-3.31473, 6.26582, -0.91884)  0.13
H (-1.55532, 5.64799, 0.69445)  0.12
H (-0.78801, 4.29258, 2.41688)  0.09
H (0.68580, 5.08549, 1.83852)  0.11
H (0.79227, 3.48194, 2.57251)  0.09
H (-2.72594, 2.53481, -2.98745)  0.11
N (2.75556, -0.81845, 0.53594)  -0.01
C (2.40737, -1.37104, 1.85634)  -0.29
C (3.61246, -1.25349, 2.80713)  -0.13
C (3.52648, -1.78393, 4.24151)  -0.16
C (3.13531, -3.25655, 4.39151)  -0.15
N (1.67813, -3.37183, 4.44751)  0.09
C (0.98202, -4.15107, 5.24241)  -0.43
N (-0.34009, -3.93009, 5.37025)  0.21
N (1.54682, -5.15383, 5.91883)  0.22
C (1.14366, -0.65093, 2.35285)  -0.58
O (0.58954, -1.10793, 3.37189)  0.00
O (0.75671, 0.34971, 1.67542)  -0.14
H (3.34060, -1.47276, 0.02948)  0.09
H (3.33258, -0.00227, 0.68799)  0.06
H (2.13783, -2.42337, 1.72660)  0.14
H (3.87073, -0.19242, 2.87208)  0.13
H (4.44865, -1.74921, 2.30706)  0.12
H (2.83536, -1.17707, 4.82916)  0.12
H (4.51260, -1.64917, 4.68879)  0.12
H (3.57111, -3.65228, 5.30967)  0.12
H (3.52779, -3.84746, 3.55875)  0.13
H (1.16848, -2.57011, 4.03049)  0.09
H (-0.71147, -3.05745, 5.03132)  0.12
H (-0.88333, -4.43573, 6.04520)  0.12
H (2.50572, -5.40561, 5.75930)  0.12
H (1.00714, -5.74300, 6.52703)  0.13
C (-1.70161, -4.05678, 0.02146)  -0.10
N (-2.22679, -2.93673, 0.80395)  -0.28
C (-3.26274, -3.33246, 1.76257)  -0.10
P (-2.16321, -1.45726, 0.05972)  0.58
O (-0.71994, -1.14964, -0.30030)  -0.40
N (-3.03954, -1.55131, -1.32352)  -0.29
C (-4.44746, -1.93695, -1.23060)  -0.07
C (-2.69094, -0.82920, -2.54960)  -0.07
N (-2.97182, -0.47430, 1.10739)  -0.28
C (-2.51157, -0.34197, 2.49642)  -0.09
C (-3.52741, 0.78384, 0.58533)  -0.06
H (-2.51536, -4.65451, -0.39847)  0.09
H (-1.09387, -4.71189, 0.65263)  0.09
H (-1.09295, -3.69505, -0.80493)  0.06
H (-3.95378, -4.05117, 1.31255)  0.09
H (-3.83279, -2.47046, 2.09780)  0.07
H (-2.80630, -3.81216, 2.63379)  0.08
H (-4.64465, -2.46767, -0.29910)  0.07
H (-4.70083, -2.59467, -2.06379)  0.10
H (-5.10566, -1.06283, -1.27198)  0.09
H (-1.66282, -0.49416, -2.51903)  0.05
H (-3.33352, 0.04659, -2.68774)  0.08
H (-2.82648, -1.49002, -3.40854)  0.10
H (-2.00062, -1.24121, 2.82332)  0.06
H (-3.37918, -0.16762, 3.13607)  0.10
H (-1.81539, 0.48479, 2.60940)  0.08
H (-3.88906, 0.66513, -0.43771)  0.07
H (-2.79173, 1.58671, 0.60499)  0.08
H (-4.36961, 1.07656, 1.21403)  0.10
Br (5.13063, 5.10717, -0.27234)  0.80
C (4.77376, 3.45355, -1.09800)  -0.67
C (5.47032, 3.04656, -2.21951)  -0.08
C (5.14499, 1.81737, -2.77433)  -0.03
C (4.13626, 1.06861, -2.20286)  -0.14
N (3.45083, 1.46902, -1.12662)  -0.01
C (3.78154, 2.64307, -0.57619)  -0.20
H (6.24270, 3.67126, -2.64912)  0.12
H (5.66805, 1.45098, -3.64772)  0.12
H (3.84646, 0.11304, -2.62955)  0.11
H (3.23064, 2.95210, 0.30201)  0.10

Forces on the atoms, in the same order (eV/Å):
0.6043 -0.5582 -0.0928
0.1547 0.1288 -0.1220
0.0096 0.0602 -0.2133
-0.0305 -0.0640 -0.2547
0.1085 0.0246 0.2400
0.0294 -0.2202 -0.2630
0.0176 -0.0614 0.0617
-0.0503 0.0773 0.1470
-0.0201 -0.0382 -0.2768
-0.0039 0.0814 0.0661
0.1640 -0.0416 -0.1531
-0.0045 -0.0205 -0.0976
-0.0212 -0.0841 0.0004
-0.1159 0.0828 0.1279
-0.0198 -0.0919 -0.0126
-0.0016 0.0447 0.1625
0.0539 0.0633 0.1490
-0.0335 0.0296 -0.0103
-0.0116 -0.0038 0.0285
0.0346 0.0132 0.0043
0.0654 -0.0854 -0.0532
-0.0502 0.0957 0.2019
0.0433 0.1675 0.1128
-0.1617 0.0842 -0.1007
0.0564 -0.4442 -0.0659
0.4553 -0.3234 -0.4667
0.1883 -0.0114 -0.0553
-0.8985 1.1177 0.6056
0.1911 -0.0027 0.1451
-0.5330 0.4011 0.1070
0.0511 -0.2526 -0.1099
-0.0335 0.0517 0.0023
-0.0140 -0.0109 0.0514
0.0100 0.0307 0.0025
0.0730 -0.1090 -0.0179
-0.0493 -0.0351 -0.0509
0.0332 0.0166 -0.0305
-0.0403 -0.0889 -0.0281
-0.0201 0.0180 -0.0463
0.0288 0.0504 0.0649
-0.1629 -0.3634 0.1752
0.0050 0.1073 -0.0993
-0.0729 -0.0195 0.0800
-0.0578 0.0610 -0.0410
0.0182 -0.0209 -0.0670
-0.0777 0.1660 -0.0515
-0.0543 -0.0152 0.1558
0.2009 -0.0023 -0.1154
0.0036 -0.0552 -0.0142
-0.1563 0.0638 0.0785
0.0112 -0.0017 -0.0988
0.0660 -0.3315 0.5383
-0.0185 -0.0968 -0.1190
0.1309 0.2362 -0.0898
0.0108 -0.0278 -0.0097
0.0533 0.0185 -0.0315
0.0458 0.0016 -0.0235
0.0121 -0.0185 0.0214
-0.0147 -0.0135 -0.0168
-0.0480 0.0277 0.0451
-0.0001 -0.0268 0.0221
0.0250 0.2093 -0.1620
-0.0237 0.0291 0.0051
-0.0374 -0.0535 0.0371
-0.0116 -0.0178 -0.0092
-0.0137 -0.0082 0.0289
-0.0071 0.0169 0.1911
-0.1816 -0.0304 -0.0144
0.1644 -0.0157 -0.0551
-0.0128 -0.3074 0.1631
-0.3861 -0.0246 0.1593
-0.0071 0.3431 -0.2565
0.0912 -0.0370 -0.0742
-0.2093 -0.2521 0.0678
0.3964 0.3265 -0.1845
-0.1631 -0.0128 -0.0989
-0.1676 -0.1723 0.0704
-0.0269 0.0147 -0.0120
0.0049 0.0145 -0.0107
-0.0305 0.0100 0.0197
0.0078 0.0065 -0.0280
0.0260 -0.0628 -0.0306
0.0006 0.0055 -0.0359
0.0318 0.0396 -0.0836
-0.0018 -0.0005 0.0069
0.0118 -0.0192 0.0111
0.0922 0.0182 0.0378
0.0140 0.0182 0.0329
-0.0167 -0.0176 0.0038
0.0607 -0.0409 -0.0069
-0.0029 -0.0115 0.0089
0.1298 0.1241 -0.0236
0.1026 -0.0081 0.1256
0.0822 0.0541 0.0083
-0.0208 -0.0325 -0.0104
0.0041 -0.0170 -0.0140
0.0564 0.1065 0.0338
0.0303 -0.0188 -0.0753
0.1292 0.0469 -0.0658
-0.1609 -0.1297 0.0501
-0.0931 0.3124 0.0791
0.0373 -0.2016 -0.0380
-0.0141 -0.0264 0.0195
-0.0238 0.0036 0.0299
-0.0058 0.0593 0.0173
-0.0336 -0.0216 -0.0162